C11H30IOP2RhSi | ωB97M-V with the def2-TZVPD basis set

Values from the calculation:
- LUMO energy (alpha / beta): -0.25868 / -0.38768 Eh
- <S²>: 6.0190
- Frontier orbital gap (alpha / beta): 7.33 / 6.17 eV
- Total charge: +2
- Energy above the lowest of the compared OMol25 structures with the same formula, charge and spin: 0.0 kcal/mol
- 2S+1: 5

Positions of all 47 atoms, in Å:
C -2.064 -0.398 -0.388
I -0.866 1.737 -3.577
H -1.989 -0.690 0.669
H -2.437 -1.229 -0.975
H -2.841 0.384 -0.456
Rh -0.342 0.173 -1.383
P -0.013 -2.205 -0.295
C 0.133 -3.392 -1.695
C 1.396 -2.732 0.726
H 1.268 -3.809 0.909
H -0.910 -4.035 1.117
H 1.357 -2.200 1.685
H -1.584 -2.436 1.561
H 1.086 -3.226 -2.215
H 2.343 -2.561 0.205
C -1.297 -3.080 0.713
H 0.112 -4.410 -1.288
H -2.179 -3.315 0.093
H -0.701 -3.255 -2.400
P -0.736 2.106 0.153
C -0.804 3.587 -0.922
C -2.299 2.258 1.088
H 0.468 1.988 2.250
H -0.004 3.663 1.839
H 1.398 2.919 1.027
C 0.406 2.723 1.442
H -2.423 1.388 1.759
H -2.271 3.189 1.694
H -0.918 4.498 -0.323
H -1.655 3.464 -1.599
H -3.153 2.291 0.391
H 0.112 3.632 -1.518
C 0.197 -0.792 -2.931
O 0.590 -1.312 -3.893
C 2.388 2.001 -1.460
Si 1.897 0.310 -0.748
C 3.202 -0.841 -1.547
C 2.619 0.314 1.036
H 1.824 2.170 -2.383
H 3.447 1.883 -1.728
H 2.276 2.890 -0.832
H 4.108 -0.220 -1.619
H 3.497 -1.755 -1.026
H 2.911 -1.132 -2.561
H 3.677 0.571 0.917
H 2.193 1.035 1.729
H 2.587 -0.643 1.553

=====

C11H30Mg2N2O14S5 | ωB97M-V with the def2-TZVPD basis set

Values from the calculation:
- LUMO energy: -0.02847 Eh
- Frontier orbital gap: 6.69 eV
- Energy above the lowest of the compared OMol25 structures with the same formula, charge and spin: 126.4 kcal/mol

Positions of all 64 atoms, in Å:
Mg 19.721 -37.263 37.371
Mg 18.157 -34.667 39.321
N 15.114 -33.647 39.327
O 16.243 -33.770 39.109
O 14.648 -33.480 40.460
O 14.388 -33.689 38.361
N 20.995 -35.965 39.739
O 20.935 -36.896 38.970
O 22.122 -35.542 39.958
O 19.986 -35.479 40.177
C 18.872 -34.956 36.974
O 18.881 -33.981 37.729
O 19.794 -35.523 36.452
O 18.375 -35.769 37.732
C 19.588 -38.076 33.460
S 18.229 -38.622 34.611
O 18.686 -38.220 36.032
C 18.511 -40.458 34.298
H 19.378 -37.007 33.510
H 19.252 -38.254 32.439
H 20.606 -38.419 33.642
H 17.998 -41.110 35.005
H 19.588 -40.620 34.327
H 18.217 -40.757 33.291
C 21.053 -32.266 39.610
S 19.440 -31.948 40.460
O 18.587 -33.257 40.494
C 20.083 -31.724 42.163
H 21.715 -31.400 39.614
H 20.907 -32.655 38.602
H 21.638 -33.067 40.061
H 20.655 -30.798 42.215
H 20.706 -32.598 42.358
H 19.262 -31.711 42.880
C 23.441 -34.981 37.177
S 24.028 -34.797 35.424
O 25.234 -35.701 35.240
C 22.586 -35.575 34.584
H 24.183 -34.473 37.793
H 23.427 -36.049 37.392
H 22.461 -34.588 37.447
H 21.791 -34.898 34.895
H 22.411 -36.609 34.884
H 22.768 -35.424 33.520
C 18.809 -29.182 35.915
S 17.106 -29.825 36.066
O 17.061 -30.665 34.808
C 17.398 -30.864 37.611
H 18.920 -28.633 34.979
H 19.515 -30.001 36.055
H 19.133 -28.418 36.622
H 17.706 -30.107 38.332
H 18.223 -31.552 37.423
H 16.466 -31.281 37.993
C 15.686 -36.886 42.403
S 17.375 -36.172 42.071
O 17.519 -35.830 40.605
C 17.145 -34.473 42.809
H 15.021 -36.049 42.190
H 15.578 -37.210 43.438
H 15.402 -37.736 41.782
H 16.409 -34.032 42.136
H 18.105 -33.967 42.908
H 16.715 -34.480 43.810

=====

C11H30N3OSi2 | ωB97M-V with the def2-TZVPD basis set

Values from the calculation:
- LUMO energy: 0.10010 Eh
- Frontier orbital gap: 6.30 eV
- Total charge: -1

Positions of all 47 atoms, in Å:
N -0.669 -0.775 2.680
C 0.430 -0.207 2.447
C 1.689 -0.857 1.955
C 2.044 -2.190 2.573
O 2.423 -2.081 3.931
C 1.449 -2.449 4.891
C 1.656 -1.630 6.161
N 1.922 -0.219 5.951
H -0.577 -1.776 2.481
H 0.465 0.867 2.582
H 2.523 -0.188 2.114
H 1.586 -0.957 0.880
H 2.912 -2.555 2.037
H 1.271 -2.937 2.418
H 0.436 -2.321 4.533
H 1.581 -3.504 5.134
H 2.490 -2.049 6.709
H 0.787 -1.747 6.797
H 2.815 -0.110 5.495
H 1.205 0.186 5.362
C 0.602 3.072 -4.788
Si -0.372 1.611 -4.076
C 0.714 0.083 -4.374
C -1.894 1.421 -5.191
N -0.720 1.916 -2.460
Si -1.569 0.891 -1.433
C -0.747 -0.801 -1.163
C -3.358 0.546 -1.957
C -1.679 1.680 0.284
H 0.850 2.912 -5.845
H 0.017 3.990 -4.710
H 1.534 3.211 -4.236
H 1.101 0.064 -5.402
H 0.155 -0.843 -4.223
H 1.566 0.087 -3.693
H -2.600 2.232 -5.005
H -2.406 0.472 -5.015
H -1.615 1.450 -6.253
H -0.837 -1.438 -2.044
H -1.209 -1.336 -0.321
H 0.315 -0.670 -0.943
H -3.861 1.480 -2.212
H -3.924 0.065 -1.148
H -3.404 -0.117 -2.824
H -2.202 2.637 0.232
H -0.678 1.855 0.681
H -2.216 1.030 0.984

=====

C11H30NO6V | ωB97M-V with the def2-TZVPD basis set

Values from the calculation:
- LUMO energy (alpha / beta): 0.23022 / 0.23022 Eh
- <S²>: 0.7888
- Frontier orbital gap (alpha / beta): 3.54 / 3.50 eV
- Total charge: -3
- 2S+1: 2

Positions of all 49 atoms, in Å:
O -0.120 0.833 1.455
V 1.308 0.469 2.170
C 0.517 3.452 3.619
O 1.561 2.616 3.199
H 0.067 3.163 4.569
H 0.838 4.487 3.731
H -0.303 3.441 2.901
C 1.787 -2.037 -0.298
O 1.213 -1.560 0.877
H 1.092 -2.617 -0.906
H 2.109 -1.210 -0.932
H 2.656 -2.684 -0.179
C 2.461 2.176 -0.705
O 2.676 1.676 0.610
H 3.034 1.600 -1.432
H 1.389 2.172 -0.901
H 2.892 3.174 -0.790
C -0.338 -0.430 4.722
O 0.200 -1.112 3.584
H 0.205 -0.576 5.656
H -0.351 0.648 4.564
H -1.360 -0.719 4.968
C 3.809 -0.503 4.371
O 3.416 0.273 3.250
H 3.998 -1.556 4.161
H 4.736 -0.176 4.841
H 3.037 -0.596 5.135
C -1.925 1.647 -1.890
C -1.886 0.166 -1.645
N -2.074 -0.536 -2.921
C -0.869 -0.399 -3.711
C -0.997 -1.132 -5.085
C -2.211 -1.933 -2.641
C -3.598 -2.268 -2.086
H -2.847 1.818 -2.446
H -1.063 2.069 -2.406
H -2.096 2.029 -0.883
H -0.965 -0.070 -1.112
H -2.671 -0.151 -0.958
H -0.746 0.665 -3.914
H 0.015 -0.675 -3.136
H -1.965 -0.867 -5.509
H -0.180 -0.769 -5.709
H -0.915 -2.217 -5.013
H -1.492 -2.204 -1.868
H -2.138 -2.481 -3.581
H -4.399 -1.648 -2.487
H -3.590 -2.152 -1.002
H -3.919 -3.299 -2.237

=====

C11H31BrN2O5PS | ωB97M-V with the def2-TZVPD basis set

Values from the calculation:
- LUMO energy: -0.16811 Eh
- Frontier orbital gap: 6.28 eV
- Total charge: +1
- Energy above the lowest of the compared OMol25 structures with the same formula, charge and spin: 0.0 kcal/mol

Positions of all 52 atoms, in Å:
C -2.774 0.273 2.526
C -1.559 0.705 1.629
Br -2.041 0.607 -0.299
C -0.239 -0.129 1.937
S 1.050 1.096 2.425
P 2.986 0.192 2.554
O 3.414 -0.510 1.308
O 2.900 -0.862 3.861
O 4.125 1.343 2.992
H -3.525 1.096 2.460
H -2.491 0.159 3.602
H -3.190 -0.679 2.120
H -1.408 1.797 1.820
H -0.473 -0.793 2.799
H 0.049 -0.764 1.070
H 0.737 1.464 3.724
H 3.787 -0.899 4.254
H 4.472 1.092 3.863
C -4.396 4.896 -0.751
C -4.291 3.442 -1.201
C -4.289 3.269 -2.730
O -5.562 3.406 -3.337
C -5.966 4.745 -3.574
N -5.367 2.669 -0.569
H -5.406 5.293 -0.854
H -4.126 4.986 0.303
H -3.718 5.534 -1.323
H -3.337 3.059 -0.829
H -3.970 2.246 -2.953
H -3.560 3.934 -3.209
H -5.121 5.388 -3.833
H -6.495 5.144 -2.706
H -6.665 4.739 -4.411
H -5.238 1.685 -0.793
H -6.234 2.911 -1.046
C 5.336 -2.825 -0.442
C 5.324 -3.970 -1.449
C 3.954 -4.662 -1.576
O 3.639 -5.543 -0.508
C 3.120 -4.911 0.646
N 6.383 -4.923 -1.099
H 5.356 -3.176 0.591
H 6.226 -2.208 -0.583
H 4.463 -2.181 -0.568
H 5.562 -3.542 -2.428
H 3.974 -5.288 -2.472
H 3.147 -3.932 -1.723
H 2.499 -4.045 0.395
H 3.929 -4.615 1.317
H 2.502 -5.638 1.176
H 6.438 -5.633 -1.824
H 6.068 -5.439 -0.280

=====

C11H32FeN2O5P2 | ωB97M-V with the def2-TZVPD basis set

Values from the calculation:
- LUMO energy (alpha / beta): -0.10368 / -0.15013 Eh
- <S²>: 9.1596
- Frontier orbital gap (alpha / beta): 6.99 / 5.52 eV
- Total charge: +1
- Energy above the lowest of the compared OMol25 structures with the same formula, charge and spin: 80.5 kcal/mol
- 2S+1: 6

Positions of all 53 atoms, in Å:
O -4.085 -0.111 0.852
H -4.795 -0.542 1.366
Fe 0.047 0.392 0.134
N 0.556 1.686 -1.284
N -1.371 1.822 0.190
O 1.594 1.556 -2.256
O -2.390 1.858 1.131
C 0.012 2.901 -1.281
C -1.098 2.995 -0.399
C 0.565 4.001 -2.114
C -1.837 4.258 -0.127
H 1.122 3.588 -2.959
H 1.248 4.644 -1.538
H -0.231 4.655 -2.485
H -2.335 4.231 0.849
H -2.600 4.457 -0.899
H -1.145 5.110 -0.142
H 2.284 0.991 -1.833
H -3.034 1.108 0.904
O 1.710 1.791 1.854
H 2.261 2.514 1.494
H 1.281 2.200 2.629
C -3.772 -0.860 -0.321
H -3.075 -1.681 -0.063
H -3.307 -0.160 -1.036
H -4.713 -1.257 -0.732
O -0.326 -0.368 -3.356
H 0.166 0.413 -3.669
H -0.243 -1.032 -4.070
C 0.919 -3.081 -0.553
P -0.758 -2.386 -0.183
C -1.607 -3.983 0.247
C -0.646 -1.750 1.579
C 0.746 -1.732 2.139
P 2.094 -1.077 0.826
C 3.381 -1.444 2.078
C 3.395 -0.481 -0.366
H 0.804 -3.751 -1.412
H 1.677 -2.309 -0.837
H 1.321 -3.641 0.299
H -0.961 -4.603 0.879
H -2.537 -3.772 0.781
H -1.845 -4.532 -0.670
H -1.085 -0.722 1.575
H -1.316 -2.365 2.188
H 0.837 -1.044 2.990
H 1.108 -2.737 2.396
H 3.851 -2.394 1.768
H 4.136 -0.649 2.082
H 2.997 -1.575 3.097
H 4.312 -1.031 -0.123
H 3.116 -0.698 -1.406
H 3.569 0.598 -0.216

=====

C11H32N4O5Tl | ωB97M-V with the def2-TZVPD basis set

Values from the calculation:
- LUMO energy: -0.18048 Eh
- Frontier orbital gap: 5.10 eV
- Total charge: +1
- Energy above the lowest of the compared OMol25 structures with the same formula, charge and spin: 23.3 kcal/mol

Positions of all 53 atoms, in Å:
O -0.242 3.806 0.923
H 0.598 4.338 0.895
Tl 0.314 0.247 -0.102
N -0.965 -0.600 -1.978
N 1.310 -1.766 -1.100
O -2.126 -0.084 -2.604
O 2.679 -2.108 -0.952
C -0.322 -1.424 -2.804
C 0.924 -2.025 -2.354
C -0.896 -1.743 -4.137
C 1.798 -2.843 -3.238
H -1.662 -0.994 -4.364
H -1.338 -2.751 -4.065
H -0.100 -1.758 -4.897
H 2.558 -3.331 -2.616
H 2.284 -2.198 -3.990
H 1.168 -3.581 -3.758
H -2.389 0.687 -2.068
H 2.918 -1.695 -0.104
O -0.784 -2.549 0.598
H -1.618 -2.274 0.171
H -0.092 -2.665 -0.099
C 1.777 1.671 -1.072
H 1.290 2.596 -0.769
H 1.824 1.622 -2.155
H 2.788 1.619 -0.684
O -2.507 3.283 -1.461
H -2.330 4.080 -0.912
H -1.758 3.266 -2.089
C -2.876 -0.107 1.567
N -1.636 0.715 1.522
C -1.940 2.057 0.999
C -0.916 0.768 2.838
C 0.597 0.997 2.752
N 1.367 -0.133 2.107
C 2.815 0.152 2.113
C 1.113 -1.447 2.729
H -3.276 -0.225 0.547
H -2.688 -1.098 2.004
H -3.663 0.373 2.176
H -2.331 2.713 1.804
H -0.987 2.632 0.635
H -2.723 1.974 0.221
H -1.306 1.627 3.414
H -1.159 -0.141 3.401
H 0.788 1.927 2.186
H 0.969 1.143 3.791
H 3.194 0.300 3.142
H 3.331 -0.728 1.708
H 3.020 1.052 1.516
H 1.397 -1.459 3.801
H 0.063 -1.746 2.612
H 1.744 -2.175 2.201

=====

C11H33F6N2O8 | ωB97M-V with the def2-TZVPD basis set

Values from the calculation:
- LUMO energy: 0.09559 Eh
- Frontier orbital gap: 6.57 eV
- Total charge: -1

Positions of all 60 atoms, in Å:
N 24.575 5.441 -22.925
H 24.845 6.404 -23.071
H 24.132 5.309 -22.027
H 25.454 5.014 -22.672
H 24.188 4.935 -23.709
N 25.350 7.734 -19.782
H 24.729 6.938 -19.832
H 26.258 7.296 -19.720
H 25.182 8.446 -19.085
H 25.243 8.091 -20.721
O 27.083 4.449 -22.391
H 27.777 3.840 -22.710
C 23.365 4.308 -19.765
O 22.816 4.264 -21.078
O 24.590 4.979 -19.894
C 22.360 4.859 -18.640
F 22.838 4.902 -17.393
F 21.889 6.148 -18.917
F 21.350 4.039 -18.604
C 21.887 3.236 -21.424
C 21.503 3.298 -22.958
H 20.986 4.253 -23.048
H 22.432 3.220 -23.523
H 20.922 2.459 -23.339
H 21.000 3.261 -20.790
H 22.298 2.232 -21.319
H 23.662 3.262 -19.691
C 25.472 8.842 -23.183
O 24.286 8.152 -22.835
O 26.486 8.105 -22.498
C 25.427 8.971 -24.732
F 24.223 9.194 -25.217
F 26.276 9.908 -25.234
F 25.718 7.800 -25.337
C 23.185 8.821 -22.297
C 22.051 7.764 -22.089
H 21.052 8.196 -22.035
H 21.967 6.986 -22.848
H 22.271 7.175 -21.199
H 22.885 9.632 -22.960
H 23.347 9.205 -21.290
H 25.416 9.891 -22.893
C 27.312 4.450 -25.580
O 26.293 3.879 -24.768
H 27.346 5.522 -25.386
H 28.278 4.110 -25.207
H 27.225 4.262 -26.650
H 26.509 4.006 -23.842
C 25.864 1.536 -22.192
O 26.218 1.100 -20.904
H 25.251 2.437 -22.215
H 26.766 1.699 -22.781
H 25.338 0.693 -22.639
H 25.579 0.461 -20.580
C 23.046 3.888 -26.662
O 22.904 4.698 -25.537
H 22.332 3.065 -26.641
H 22.847 4.393 -27.607
H 24.075 3.553 -26.795
H 22.049 5.135 -25.546

=====

C11H33NO6 | ωB97M-V with the def2-TZVPD basis set

Values from the calculation:
- LUMO energy: 0.00700 Eh
- Frontier orbital gap: 8.24 eV
- Energy above the lowest of the compared OMol25 structures with the same formula, charge and spin: 0.0 kcal/mol

Positions of all 51 atoms, in Å:
C -3.296 -10.046 4.327
C -4.716 -10.414 3.887
C -5.647 -9.753 4.933
C -5.054 -9.898 2.483
C -6.381 -10.550 1.999
C -6.197 -12.100 1.888
C -5.878 -12.677 3.344
C -7.097 -12.609 4.217
C -5.366 -14.095 3.280
N -4.756 -11.900 3.893
O -4.588 -12.338 5.273
H -2.572 -10.655 3.781
H -3.056 -9.003 4.104
H -3.196 -10.183 5.400
H -6.704 -9.934 4.749
H -5.439 -9.999 5.972
H -5.533 -8.665 4.833
H -5.116 -8.809 2.518
H -4.232 -10.148 1.802
H -7.147 -10.344 2.740
H -6.738 -10.082 1.085
H -5.294 -12.279 1.268
H -7.119 -12.519 1.462
H -7.546 -11.630 4.359
H -6.907 -13.041 5.211
H -7.891 -13.222 3.755
H -4.535 -14.134 2.569
H -6.149 -14.788 2.977
H -4.967 -14.363 4.256
H -5.076 -11.772 5.880
C -4.544 -11.254 8.755
C -6.028 -11.575 8.725
O -6.427 -11.683 7.353
H -4.228 -10.954 9.744
H -4.310 -10.391 8.054
H -3.964 -12.067 8.297
H -6.599 -10.809 9.266
H -6.227 -12.506 9.258
H -7.286 -12.126 7.265
O -10.400 -14.321 5.113
H -10.510 -14.474 4.164
H -10.745 -15.096 5.562
O -10.701 -10.811 7.319
H -10.891 -10.660 6.390
H -10.154 -10.063 7.566
O -8.962 -15.575 8.573
H -8.331 -15.934 9.191
H -8.824 -14.617 8.605
O -8.882 -13.010 7.097
H -9.611 -12.450 7.404
H -9.263 -13.637 6.480

=====

no.,molecular weight (u),total energy (a.u.)
1,498.204,-1892.08235
2,623.306,-3990.82601
3,276.553,-1255.71180
4,323.306,-1886.92434
5,414.323,-4236.69019
6,390.179,-2869.93945
7,504.783,-1205.50892
8,435.379,-1749.42071
9,275.386,-945.05936